one | {
  "formula": "CH2NP3",
  "method": "wB97M-V/def2-TZVPD",
  "species": ["C", "N", "P", "P", "P", "H", "H"],
  "positions_angstrom": [[-1.165, 1.007, -0.073], [-0.268, 1.803, 0.066], [-1.096, -0.776, -0.183], [2.657, -0.126, -0.181], [0.932, -1.077, -0.030], [-2.115, 1.473, 0.020], [1.055, -2.304, 0.381]],
  "homo_lumo_gap_ev": [5.263, 5.544],
  "multiplicity": 1,
  "homo_ev": [-7.85, -8.13]
}


two | {
  "formula": "CH2NP3",
  "method": "wB97M-V/def2-TZVPD",
  "species": ["C", "N", "P", "P", "P", "H", "H"],
  "positions_angstrom": [[-0.422, 1.007, -0.183], [3.169, 0.909, 0.466], [1.201, 0.735, 0.127], [3.682, -0.434, -0.234], [1.629, -1.309, -0.613], [-0.878, 1.899, -0.201], [1.532, -2.244, 0.600]],
  "homo_lumo_gap_ev": 7.701,
  "multiplicity": 1,
  "homo_ev": -8.88
}


two is favored, and the nearest alternative lies 0.0194 hartree above it.


one | {
  "formula": "C2H9NOS",
  "method": "wB97M-V/def2-TZVPD",
  "species": ["N", "C", "C", "S", "H", "H", "H", "H", "H", "H", "H", "O", "H", "H"],
  "positions_angstrom": [[-0.496, 1.118, 0.282], [0.220, -0.069, -0.124], [1.326, -0.311, 0.775], [2.991, -0.563, 0.147], [0.094, 1.707, 0.840], [-1.197, 1.080, 0.984], [-0.501, -0.963, 0.020], [0.416, 0.009, -1.173], [0.930, -0.971, 1.593], [1.385, 0.704, 1.266], [2.742, -0.845, -1.267], [-5.742, 0.213, -0.961], [-6.513, 0.739, -1.095], [-5.083, 0.311, -1.708]],
  "homo_lumo_gap_ev": 9.824,
  "multiplicity": 1,
  "homo_ev": -8.93
}


two | {
  "formula": "C2H9NOS",
  "method": "wB97M-V/def2-TZVPD",
  "species": ["N", "C", "C", "S", "H", "H", "H", "H", "H", "H", "H", "O", "H", "H"],
  "positions_angstrom": [[-0.389, 0.315, 0.591], [0.939, 0.391, -0.017], [1.954, -0.646, 0.406], [1.571, -2.439, 0.463], [-0.451, 0.676, 1.542], [-0.592, -0.656, 0.858], [0.740, 0.282, -1.084], [1.334, 1.401, 0.092], [2.291, -0.463, 1.432], [2.901, -0.515, -0.126], [1.617, -2.760, -0.855], [-4.994, 4.127, -1.616], [-4.221, 3.582, -1.434], [-4.847, 4.822, -0.980]],
  "homo_lumo_gap_ev": 10.175,
  "multiplicity": 1,
  "homo_ev": -9.33
}


two is favored, and the nearest alternative lies 0.0418 hartree above it.


one | {
  "formula": "C3H8O3S2",
  "method": "wB97M-V/def2-TZVPD",
  "species": ["O", "C", "O", "C", "C", "S", "S", "H", "H", "H", "H", "H", "H", "O", "H", "H"],
  "positions_angstrom": [[0.930, 0.023, -3.045], [0.823, 0.475, -1.874], [0.819, 1.948, -1.845], [0.370, -0.074, -0.615], [1.284, -1.196, 0.001], [0.722, -2.526, 1.174], [-1.294, -2.254, 1.035], [1.102, 2.257, -2.790], [0.092, 0.686, 0.176], [-0.614, -0.429, -0.582], [1.912, -0.648, 0.589], [1.987, -1.608, -0.775], [-1.694, -1.148, 1.910], [-1.950, 1.176, 2.181], [-1.721, 1.986, 2.652], [-2.769, 1.332, 1.808]],
  "homo_lumo_gap_ev": 9.340,
  "multiplicity": 1,
  "homo_ev": -9.15
}


two | {
  "formula": "C3H8O3S2",
  "method": "wB97M-V/def2-TZVPD",
  "species": ["C", "C", "C", "O", "O", "O", "S", "S", "H", "H", "H", "H", "H", "H", "H", "H"],
  "positions_angstrom": [[-3.598, -0.789, 0.054], [3.136, 2.036, -0.277], [-0.662, -1.549, -0.107], [2.504, -0.164, 1.114], [-2.651, 0.108, 0.585], [2.897, 1.020, -1.144], [-1.140, -0.534, 1.166], [2.482, -0.504, -0.316], [-3.057, -1.513, -0.544], [-4.345, -0.376, -0.690], [-4.146, -1.274, 0.953], [2.653, 1.780, 0.748], [2.625, 3.036, -0.658], [4.175, 2.179, -0.021], [-0.092, -2.336, 0.208], [-0.782, -1.118, -1.072]],
  "homo_lumo_gap_ev": [8.156, 6.881],
  "multiplicity": 1,
  "homo_ev": [-8.79, -7.99]
}


one is favored, and the nearest alternative lies 0.1441 hartree above it.


one | {
  "formula": "C5H11NO2",
  "method": "wB97M-V/def2-TZVPD",
  "species": ["C", "C", "O", "C", "N", "C", "C", "O", "H", "H", "H", "H", "H", "H", "H", "H", "H", "H", "H"],
  "positions_angstrom": [[-0.346, 1.159, -1.140], [-0.519, 1.026, -2.677], [-0.177, -0.129, -3.260], [-0.357, -0.302, -0.471], [-0.476, -0.142, 0.897], [0.535, -0.751, 1.607], [0.420, -0.591, 3.134], [0.694, -1.093, -0.899], [0.620, 1.556, -0.813], [-1.122, 1.712, -0.615], [-1.607, 1.216, -2.829], [0.042, 1.827, -3.165], [0.563, -1.085, -1.876], [-1.336, -0.669, -0.824], [0.645, -1.828, 1.360], [1.476, -0.274, 1.202], [0.152, 0.460, 3.257], [-0.481, -1.136, 3.425], [1.273, -0.956, 3.689]],
  "homo_lumo_gap_ev": [8.156, 7.616],
  "s2": 0.75,
  "multiplicity": 2,
  "homo_ev": [-15.80, -15.28],
  "charge": 1
}


two | {
  "formula": "C5H11NO2",
  "method": "wB97M-V/def2-TZVPD",
  "species": ["C", "C", "N", "C", "C", "C", "H", "H", "H", "H", "H", "H", "H", "H", "H", "O", "H", "H", "O"],
  "positions_angstrom": [[-1.006, -2.050, 0.858], [-0.906, -2.055, -0.532], [-1.069, -0.727, -1.044], [-1.333, 0.068, 0.066], [-1.194, -0.729, 1.272], [-1.551, 1.504, 0.039], [-0.552, -2.875, 1.402], [-0.594, -2.683, -1.228], [-1.189, -0.498, -1.961], [-1.043, -0.363, 2.257], [-0.556, 1.953, -0.025], [-2.235, 1.864, -0.792], [-1.727, 2.052, 0.961], [2.048, 1.177, 0.051], [1.934, 2.101, 1.271], [1.921, 1.197, 1.025], [3.248, 0.525, -0.727], [2.456, -0.388, -1.385], [3.347, -0.073, -1.507]],
  "homo_lumo_gap_ev": [10.658, 7.473],
  "s2": 0.77,
  "multiplicity": 2,
  "homo_ev": [-14.54, -14.81],
  "charge": 1
}


two is favored, and the nearest alternative lies 0.1183 hartree above it.